{"formula": "C4H7I", "method": "ωB97M-V/def2-TZVPD", "homo_ev": [-5.353, -9.748], "charge": 0, "molar_mass_g_mol": 182.00, "multiplicity": 3, "elements": ["C", "C", "C", "C", "I", "H", "H", "H", "H", "H", "H", "H"], "xyz": [[0.086, -1.029, -0.886], [0.314, -0.941, 0.632], [-0.418, 0.085, -0.034], [0.205, 1.479, 0.158], [-2.621, 0.035, 0.102], [1.081, -1.012, -1.391], [-0.541, -1.787, -1.221], [-0.287, -1.665, 1.176], [1.273, -0.573, 0.930], [0.130, 1.618, 1.209], [-0.418, 2.289, -0.386], [1.195, 1.500, -0.289]]}